Formula: C4H16NO3
Source: the Open Molecules 2025 dataset
Level of theory: ωB97M-V with the def2-TZVPD basis set

The total charge is +1. The value obtained for the HOMO energy is -14.2 eV. As for the spin multiplicity: 1. The calculation puts the energy relative to the best compared isomer or geometry (same formula, charge and spin) at 36.8 kcal per mole. The largest force on an atom comes out at 9.003 eV/Å. The molar mass is 126.18 g/mol. For the orbital gap, the calculation gives 0.4209 Eh.

Positions of all 24 atoms, in Å:
C: 0.979 0.244 0.321
N: -0.436 0.120 -0.305
C: -1.295 0.212 0.928
C: -0.516 1.115 1.957
C: 0.954 1.091 1.544
H: 1.357 -0.768 0.672
H: 1.560 0.684 -0.547
H: -0.576 -0.779 -0.693
H: -0.764 0.866 -1.041
H: -1.338 -0.813 1.412
H: -2.299 0.733 0.770
H: -0.894 2.140 1.821
H: -0.798 0.816 2.991
H: 1.570 0.694 2.452
H: 1.489 2.000 1.227
H: -0.419 1.895 -2.862
H: -1.377 2.806 -2.182
O: -0.695 2.039 -2.063
H: 2.891 -2.027 -1.140
H: 2.825 -2.683 0.286
O: 2.446 -2.027 -0.311
H: -0.949 -3.141 -2.169
H: -2.277 -2.801 -1.389
O: -1.438 -2.417 -1.678

Force components x, y, z for each atom (eV/Å):
1.1 -1.5 -1.9
-0.6 1.8 2.2
-0.6 0.3 1.8
-1.3 1.1 -0.6
1.2 0.2 1.8
-0.9 1.3 -1.5
-0.1 -0.9 1.3
-0.1 -1.5 -0.8
1.3 -1.0 1.2
-0.5 1.1 -1.0
1.2 -1.4 -0.2
0.0 -0.2 0.2
0.6 0.1 -0.7
-0.8 0.3 -2.0
-1.0 0.4 0.8
2.8 -1.5 -7.5
1.8 -2.1 0.5
-4.7 4.1 6.5
0.8 -0.4 -0.8
0.2 0.0 -0.5
-0.6 -0.3 1.0
-1.0 1.2 0.9
0.2 -0.1 -0.2
0.9 -1.0 -0.7

Formula: C4H16NO4
Source: the Open Molecules 2025 dataset
Level of theory: ωB97M-V with the def2-TZVPD basis set

The value obtained for the HOMO energy (alpha / beta) is -9.6 / -9.2 eV. As for the spin multiplicity: 2. The calculation puts the energy relative to the best compared isomer or geometry (same formula, charge and spin) at 51.5 kcal per mole. The largest force on an atom comes out at 8.484 eV/Å. The molar mass is 142.18 g/mol. For the orbital gap (alpha / beta), the calculation gives 0.3752 / 0.1715 Eh.

Positions of all 25 atoms, in Å:
C: -0.385 -0.031 1.747
O: 0.083 -1.274 2.024
C: 0.438 0.562 0.593
C: 1.941 0.489 0.642
C: 2.787 0.839 -0.569
N: -0.240 1.957 0.327
H: -0.143 0.455 2.619
H: -1.585 0.007 1.389
H: 0.200 -0.282 -0.187
H: 2.078 -0.609 0.897
H: 2.413 1.006 1.497
H: 2.236 1.463 -1.256
H: 3.766 1.470 -0.388
H: 3.111 -0.074 -1.216
H: -1.105 1.722 -0.289
H: 0.565 2.519 -0.134
H: -1.739 -1.770 -0.210
H: -3.135 0.535 -1.472
O: -2.416 0.347 -1.038
H: -0.466 -1.681 -0.713
H: -0.133 -2.020 1.325
O: -1.062 -2.349 -0.169
H: -0.677 -0.233 -3.415
H: -1.429 0.058 -1.830
O: -0.477 -0.153 -2.490

Force components x, y, z for each atom (eV/Å):
-3.0 -1.4 -2.2
0.2 -3.5 -0.7
-1.5 2.0 -1.8
1.3 -1.3 1.8
2.0 -0.1 -1.9
3.2 -3.7 -2.7
-0.2 2.0 2.0
3.2 0.1 1.2
-0.2 2.3 0.3
0.1 1.2 -0.2
-0.7 0.0 0.0
-0.3 0.2 -0.4
-1.9 -1.4 0.2
-0.6 1.5 1.3
0.3 0.5 0.9
-2.2 -0.5 1.0
-4.9 2.8 0.2
-6.2 1.7 -3.8
7.2 -1.4 4.3
-1.0 -2.6 0.6
-0.2 2.3 1.4
5.6 -0.5 -1.6
-0.3 -0.1 -0.4
0.6 0.0 -1.2
-0.4 0.2 2.0

Formula: C4H16NSi2
Source: the Open Molecules 2025 dataset
Level of theory: ωB97M-V with the def2-TZVPD basis set

The total charge is +1. The value obtained for the HOMO energy is -14.6 eV. As for the spin multiplicity: 1. The SMILES is CC(C)[NH2+]C([SiH3])[SiH3]. The calculation puts the energy relative to the best compared isomer or geometry (same formula, charge and spin) at 29.2 kcal per mole. The largest force on an atom comes out at 4.085 eV/Å. The molar mass is 134.35 g/mol. For the orbital gap, the calculation gives 0.4178 Eh.

Positions of all 23 atoms, in Å:
C: 2.011 -0.128 1.080
C: 0.997 -2.055 -0.534
C: 0.854 -1.120 0.622
C: -0.584 0.806 -0.653
N: -0.564 -0.449 0.643
Si: -2.392 0.698 -1.348
Si: -0.078 2.664 -0.009
H: 2.577 0.281 0.318
H: 1.753 0.797 1.656
H: 2.716 -0.635 1.729
H: 1.461 -1.559 -1.359
H: -0.041 -2.430 -0.746
H: 1.607 -2.852 -0.283
H: 0.865 -1.814 1.526
H: 0.137 0.259 -1.210
H: -1.337 -1.111 0.426
H: -0.686 0.051 1.488
H: -2.615 -0.739 -1.671
H: -2.324 1.282 -2.683
H: -3.389 1.410 -0.616
H: -0.493 3.393 -1.342
H: -0.845 3.250 1.071
H: 1.250 2.198 0.344

Force components x, y, z for each atom (eV/Å):
-1.5 -0.1 1.0
-2.0 1.6 -0.7
-0.1 -0.1 4.1
-2.2 -0.7 3.1
1.6 1.0 -3.1
1.5 -0.8 -1.6
-0.6 -1.4 -2.5
1.1 0.5 -2.1
-0.6 -1.1 -0.2
-0.1 -0.5 0.0
-0.1 0.2 -1.0
1.2 0.1 -0.3
1.1 -1.7 0.6
-0.8 0.8 -0.9
0.6 0.4 -1.1
0.8 0.5 0.5
-0.4 0.2 1.2
-0.2 0.1 0.6
0.1 0.4 -0.2
-0.5 0.2 0.9
0.9 -0.5 1.3
-0.3 -0.2 0.4
0.6 1.1 0.0

Formula: C4H16O3S
Source: the Open Molecules 2025 dataset
Level of theory: ωB97M-V with the def2-TZVPD basis set

The value obtained for the HOMO energy is -8.4 eV. As for the spin multiplicity: 1. The SMILES is CCCSC.O.O.O. The calculation puts the energy relative to the best compared isomer or geometry (same formula, charge and spin) at 12.6 kcal per mole. The largest force on an atom comes out at 1.973 eV/Å. The molar mass is 144.24 g/mol. For the orbital gap, the calculation gives 0.3283 Eh.

Positions of all 24 atoms, in Å:
C: 0.731 0.125 2.188
C: 1.289 0.234 0.756
C: 0.198 -0.209 -0.238
S: -1.231 0.870 -0.377
C: -2.338 -0.299 -1.162
H: 1.033 0.935 2.838
H: -0.362 0.186 2.153
H: 0.993 -0.810 2.689
H: 2.220 -0.292 0.596
H: 1.460 1.286 0.522
H: -0.104 -1.215 0.005
H: 0.658 -0.292 -1.195
H: -2.698 -1.120 -0.541
H: -3.197 0.276 -1.505
H: -1.879 -0.687 -2.068
H: 2.788 -2.275 -2.003
H: 4.024 -1.412 -1.541
O: 3.438 -1.625 -2.273
H: -4.332 -0.950 5.510
H: -4.209 -1.332 4.045
O: -4.449 -0.598 4.624
H: 3.697 1.630 -3.929
H: 3.176 0.278 -3.392
O: 3.286 1.212 -3.162

Force components x, y, z for each atom (eV/Å):
0.0 -0.2 0.0
-1.7 1.0 0.3
1.1 -0.5 0.2
0.0 0.0 0.5
-0.3 0.2 -0.6
0.3 0.2 0.1
0.1 -0.1 0.0
0.0 0.0 -0.2
0.1 -0.3 0.0
0.3 0.1 0.1
-0.5 -0.4 0.3
0.3 0.1 -1.0
0.2 0.1 0.2
-0.1 0.0 0.1
0.1 -0.2 0.0
0.1 -0.1 0.4
-0.2 -0.2 0.1
0.1 0.3 -0.6
0.0 0.0 0.1
0.0 0.2 0.0
0.1 -0.2 -0.1
-0.1 -0.2 0.2
0.1 0.1 0.2
0.1 0.0 -0.2

Formula: C4H16O3S
Source: the Open Molecules 2025 dataset
Level of theory: ωB97M-V with the def2-TZVPD basis set

The value obtained for the HOMO energy is -9.3 eV. As for the spin multiplicity: 1. The SMILES is CCCCS.O.O.O. The calculation puts the energy relative to the best compared isomer or geometry (same formula, charge and spin) at 25.2 kcal per mole. The largest force on an atom comes out at 1.852 eV/Å. The molar mass is 144.24 g/mol. For the orbital gap, the calculation gives 0.3503 Eh.

Positions of all 24 atoms, in Å:
C: -0.515 1.134 2.218
C: -1.788 0.721 1.440
C: -1.526 0.385 -0.057
C: -1.603 -1.104 -0.245
S: -1.319 -1.586 -2.029
H: 0.160 0.301 2.438
H: 0.067 1.938 1.737
H: -0.890 1.557 3.166
H: -2.526 1.521 1.540
H: -2.100 -0.172 1.972
H: -0.559 0.773 -0.354
H: -2.269 0.990 -0.622
H: -2.597 -1.514 -0.241
H: -1.085 -1.579 0.590
H: -0.044 -1.990 -2.100
H: 0.387 -5.528 5.005
H: 1.031 -4.275 4.507
O: 1.202 -5.219 4.591
H: 0.598 2.882 -3.598
H: -0.780 3.310 -3.403
O: -0.017 3.533 -3.963
H: 4.853 1.468 -4.769
H: 5.585 1.031 -3.479
O: 5.733 1.425 -4.343

Force components x, y, z for each atom (eV/Å):
-0.5 0.8 0.3
1.5 0.2 -0.1
-1.1 1.2 0.9
-0.1 -0.1 -1.4
0.3 -0.1 0.4
-0.2 0.1 -0.1
-0.3 -0.3 0.0
0.5 -0.3 -0.1
0.0 -0.3 0.0
-0.7 -0.1 -0.1
0.3 -0.1 -0.1
0.4 -0.9 -0.1
-0.7 0.3 0.7
0.5 -0.5 -0.7
0.1 0.1 0.3
0.2 -0.2 0.0
0.2 0.1 -0.1
-0.4 0.2 0.1
0.4 0.2 -0.4
-0.1 0.5 -0.4
-0.3 -0.7 0.8
0.8 -0.1 0.4
-0.1 0.0 0.0
-0.7 0.1 -0.4

Formula: C4H16O4
Source: the Open Molecules 2025 dataset
Level of theory: ωB97M-V with the def2-TZVPD basis set

The value obtained for the HOMO energy is -8.5 eV. As for the spin multiplicity: 1. The calculation puts the energy relative to the best compared isomer or geometry (same formula, charge and spin) at 124.0 kcal per mole. The largest force on an atom comes out at 6.454 eV/Å. The molar mass is 128.17 g/mol. For the orbital gap, the calculation gives 0.3345 Eh.

Positions of all 24 atoms, in Å:
C: 0.821 -1.801 -2.304
O: -0.228 -1.068 -2.767
H: 0.999 -2.685 -2.916
H: 1.686 -1.146 -2.409
H: 0.689 -2.188 -1.294
H: -0.132 -1.057 -3.722
C: -1.006 0.131 -0.122
O: -0.254 0.376 -1.249
H: -1.139 1.033 0.475
H: -1.972 -0.200 -0.503
H: -0.587 -0.648 0.514
H: -0.174 -0.465 -1.704
C: 1.037 -2.064 1.623
O: 0.913 -0.620 1.539
H: 0.109 -2.447 2.049
H: 1.225 -2.428 0.613
H: 1.769 -2.356 2.375
H: 1.784 -0.306 1.282
C: -0.639 3.065 1.425
O: -2.029 3.533 1.702
H: -0.227 3.516 0.522
H: 0.069 3.396 2.185
H: -0.678 1.984 1.287
H: -2.035 4.445 1.400

Force components x, y, z for each atom (eV/Å):
2.9 -2.0 -0.4
-2.0 -3.4 -5.1
0.0 -0.2 -0.1
0.6 -0.4 0.7
-0.2 0.5 0.0
-0.4 0.4 -0.2
-1.6 -0.5 0.1
1.4 3.0 2.6
-0.3 -0.9 -0.7
-0.7 0.0 0.5
-0.6 0.3 -0.4
-0.7 2.4 1.2
-0.4 1.1 0.5
1.3 -1.1 1.1
-0.2 0.1 -0.5
0.1 -0.5 0.3
0.5 0.0 -0.4
0.1 0.3 0.0
-1.0 0.9 0.2
2.0 -0.5 -0.4
-0.4 -0.1 -0.4
-0.3 -0.3 0.5
0.4 1.0 0.8
-0.2 0.1 0.1